A molecular structure, C5H4ClFO in a non-equilibrium geometry, computed with ωB97M-V/def2-TZVPD.

```
12
Properties=species:S:1:pos:R:3:forces:R:3
C -0.277 1.856 -0.286 0.1880 -1.0619 0.9167
C -0.233 0.913 0.797 2.5201 5.2919 -1.6468
C -0.922 -0.352 0.585 1.4476 -0.6319 0.1656
C -0.304 -1.397 -0.055 0.8642 0.9884 0.8810
C 1.123 -1.310 -0.717 -0.6566 7.7920 1.4261
H -1.018 1.629 -1.448 2.8131 1.0477 4.0951
H 0.577 1.148 2.017 -2.7115 -0.7497 -4.2541
H -1.832 -0.284 1.176 -0.3056 -1.4502 -0.4131
H 1.514 -2.158 -1.248 0.4072 -0.5471 -0.1323
O 1.653 -0.111 -0.689 -1.4160 -6.9313 -0.5998
F 0.595 3.068 -0.282 -2.7593 -3.3362 -0.0833
Cl -0.875 -3.003 0.149 -0.3911 -0.4117 -0.3550
```
Positions in Å, forces in eV/Å.

Results
Energy relative to the best compared isomer or geometry (same formula, charge and spin), kcal per mole: 130.4
Gap between HOMO and LUMO, eV: 8.117
Net charge: 0
DFT total energy, eV: -22530.8327
HOMO energy, eV: -9.1

Löwdin population analysis, charges in e, atoms 1 to 2:
1. C -0.09
2. C -0.17

---

C5H4ClN3O4 in the gas phase in a non-equilibrium geometry, computed with ωB97M-V/def2-TZVPD.

```
17
Properties=species:S:1:pos:R:3:forces:R:3
O -1.924 2.747 -1.006 -0.1684 0.3257 -0.1999
N -1.840 1.862 -0.184 -0.0290 0.1060 -0.1984
O -2.628 1.661 0.716 -0.2594 -0.0784 0.3292
C -0.720 0.968 -0.282 0.8973 -0.5771 -0.5450
C 0.139 1.052 -1.321 -0.7205 0.1335 0.4232
C 1.234 0.151 -1.441 0.1705 -0.2839 0.3254
C 1.363 -0.868 -0.567 0.4863 -0.2336 -0.4023
N 0.474 -1.066 0.447 -2.1088 2.4449 0.2095
N 0.518 -2.216 1.226 0.0229 0.3569 -0.4043
O 1.376 -3.004 0.945 0.5653 -0.6441 -0.0468
O -0.316 -2.305 2.078 -0.5052 -0.0517 0.6153
C -0.522 0.049 0.862 1.4473 -1.7296 -0.0044
Cl 0.233 0.957 2.235 -0.1030 -0.0594 0.0499
H -0.042 1.799 -2.081 -0.0266 0.0162 0.0342
H 1.939 0.260 -2.247 0.1072 -0.0313 -0.0097
H 2.139 -1.618 -0.631 -0.0262 0.0848 -0.0468
H -1.423 -0.430 1.250 0.2504 0.2211 -0.1291
```
Positions in Å, forces in eV/Å.

Results
SMILES: O=[N+]([O-])C1=CC=CN([N+](=O)[O-])[C@H]1Cl
Gap between HOMO and LUMO, eV: 8.096
Net charge: 0
DFT total energy, eV: -30425.6791
HOMO energy, eV: -9.5

Löwdin population analysis, charges in e, atoms 1 to 2:
1. O 0.08
2. N -0.37